Record 1
A molecular structure, C51H49N2O4P2RbS in a non-equilibrium geometry, computed with ωB97M-V/def2-TZVPD.

Structure (XYZ):
```
110
Properties=species:S:1:pos:R:3:mulliken_charge:R:1
Rb -19.73 5.23 11.26 0.803
C -15.90 2.15 12.05 2.872
C -14.61 2.69 11.29 0.137
P -14.87 3.78 9.82 -0.107
C -13.22 4.57 9.94 0.848
C -12.43 4.58 8.78 -0.692
C -11.13 5.07 8.86 -0.476
C -10.65 5.58 10.03 -0.559
C -11.47 5.75 11.13 -1.020
C -12.75 5.16 11.10 -0.121
C -15.86 5.19 10.58 1.334
C -16.08 5.38 11.89 0.487
C -16.62 6.55 12.38 -0.811
C -17.04 7.52 11.49 -0.637
C -16.89 7.36 10.10 -0.862
C -16.32 6.18 9.69 -0.689
P -15.92 1.31 13.76 0.033
C -15.00 2.51 14.64 0.628
C -13.65 2.84 14.58 -0.431
C -13.12 3.96 14.97 -0.548
C -13.93 4.97 15.64 -0.566
C -15.26 4.65 15.82 -0.389
C -15.81 3.49 15.29 -0.828
C -14.73 -0.07 13.53 0.286
C -14.43 -0.69 12.35 0.039
C -13.34 -1.57 12.27 -0.610
C -12.51 -1.85 13.39 -0.709
C -12.88 -1.28 14.58 -0.551
C -14.04 -0.46 14.64 -0.573
H -16.44 1.48 11.42 -2.599
H -16.60 3.05 12.15 -0.638
H -14.02 1.77 11.05 0.493
H -13.95 3.23 12.02 -0.138
H -12.74 4.23 7.83 0.434
H -10.46 4.79 8.02 0.292
H -9.58 5.91 10.07 0.301
H -11.30 6.24 12.01 0.543
H -13.37 5.19 11.93 0.354
H -15.67 4.73 12.60 -0.439
H -16.74 6.76 13.46 0.376
H -17.33 8.50 11.82 0.398
H -17.10 8.17 9.39 0.440
H -16.12 6.04 8.63 0.373
H -12.93 2.17 14.08 0.219
H -12.10 4.13 14.82 0.538
H -13.59 5.97 15.76 0.384
H -15.89 5.40 16.30 0.407
H -16.88 3.13 15.41 0.395
H -14.96 -0.48 11.44 0.227
H -13.11 -2.01 11.28 0.368
H -11.75 -2.59 13.24 0.410
H -12.39 -1.51 15.54 0.377
H -14.24 0.03 15.58 0.464
O -19.65 2.26 15.06 -0.780
C -20.68 2.77 14.32 3.597
C -20.40 2.37 12.82 -0.245
O -19.37 1.71 12.60 -0.660
O -21.23 2.82 11.98 -0.620
C -22.05 2.32 14.88 -0.685
C -22.53 2.76 16.10 -0.356
C -23.75 2.27 16.52 -0.625
C -24.61 1.43 15.75 -0.433
C -24.19 1.13 14.45 -0.853
C -22.92 1.62 14.02 0.047
C -20.74 4.33 14.30 -0.976
C -19.58 4.92 14.79 -0.759
C -19.43 6.28 14.81 -0.227
C -20.53 7.09 14.44 -0.786
C -21.73 6.44 14.05 -0.828
C -21.86 5.10 14.01 0.115
H -19.18 1.70 14.40 0.058
H -21.82 3.26 16.74 0.470
H -24.03 2.41 17.58 0.311
H -25.63 1.10 16.11 0.316
H -24.82 0.51 13.78 0.377
H -22.56 1.41 12.97 0.067
H -18.86 4.27 15.08 0.939
H -18.51 6.79 15.06 0.422
H -20.46 8.15 14.54 0.496
H -22.62 7.04 13.90 0.457
H -22.83 4.62 13.76 0.448
C -20.76 -0.86 11.97 -0.073
C -19.68 -1.77 11.28 -0.836
C -18.35 -1.12 11.05 -0.732
N -18.52 0.23 10.43 1.059
C -17.60 0.83 9.66 -0.551
S -16.20 0.29 9.02 -0.224
N -18.00 2.14 9.30 0.706
C -19.27 2.56 9.05 -0.172
O -19.57 3.75 9.08 -0.786
C -20.24 1.59 8.53 0.650
C -19.78 0.78 7.45 -0.115
C -20.49 -0.31 6.91 -0.881
C -21.81 -0.43 7.36 -0.431
C -22.33 0.45 8.28 -0.664
C -21.56 1.43 8.96 -0.550
H -21.71 -1.41 11.98 0.441
H -20.91 0.03 11.49 -0.432
H -20.47 -0.55 13.02 0.126
H -20.11 -2.16 10.35 0.332
H -19.48 -2.62 11.96 0.402
H -17.81 -1.70 10.35 0.645
H -17.79 -1.01 11.98 0.112
H -19.13 0.78 11.02 -0.281
H -17.29 2.79 9.05 0.304
H -18.77 0.95 7.10 0.428
H -20.03 -0.94 6.18 0.493
H -22.52 -1.15 7.02 0.421
H -23.35 0.38 8.54 0.463
H -21.97 2.08 9.70 0.593
```

Values from the calculation:
Energy above the lowest of the compared OMol25 structures with the same formula, charge and spin, kcal per mole: 20.6
Lowest unoccupied orbital energy, eV: -0.09
Maximum force, eV Å⁻¹: 6.0
E_tot, eV: -94920.874
M, g mol⁻¹: 933.4
HOMO level, eV: -8.078
Charge: 0

Record 2
A single C14H14N8O4 molecule in a non-equilibrium geometry, computed with ωB97M-V/def2-TZVPD.

Structure (XYZ):
```
40
Properties=species:S:1:pos:R:3:mulliken_charge:R:1
O -4.66 4.22 3.31 -0.557
N -3.43 4.31 3.34 0.867
O -2.86 5.32 3.81 -0.590
C -2.59 3.22 2.85 -0.282
C -1.17 3.38 2.76 -0.256
C -0.30 2.25 2.57 -0.356
N 1.13 2.46 2.66 0.900
O 1.53 3.48 3.27 -0.633
O 1.91 1.65 2.12 -0.623
C -0.67 0.82 2.28 -0.051
N -2.12 0.88 2.16 0.683
N -2.81 -0.31 2.07 -0.429
N -4.06 -0.06 2.48 -0.599
N -4.19 1.19 2.90 -0.297
C -3.03 1.84 2.63 0.545
H -0.83 4.44 2.82 0.450
H -0.16 0.06 3.02 0.208
C 2.26 -3.62 -3.69 -0.556
C 2.20 -2.24 -4.50 -0.529
C 1.48 -1.24 -3.61 -0.607
N 1.25 -1.92 -2.33 0.145
C 0.76 -1.26 -1.24 0.641
C -0.43 -0.51 -1.32 -0.814
C -0.87 0.17 -0.20 0.213
N -0.16 0.17 0.97 0.208
C 1.03 -0.57 1.00 -0.384
C 1.49 -1.32 -0.07 -0.438
C 1.82 -3.27 -2.25 -0.528
H 1.59 -4.37 -4.16 0.278
H 3.27 -4.05 -3.71 0.294
H 3.23 -1.92 -4.72 0.284
H 1.71 -2.39 -5.48 0.299
H 2.10 -0.34 -3.50 0.281
H 0.54 -0.91 -4.06 0.255
H -1.02 -0.53 -2.25 0.392
H -1.80 0.76 -0.26 0.366
H 1.68 -0.49 1.87 0.431
H 2.45 -1.88 -0.05 0.299
H 1.06 -4.03 -1.92 0.236
H 2.68 -3.37 -1.55 0.254
```

Values from the calculation:
Lowest unoccupied orbital energy, eV: -1.13
Maximum force, eV Å⁻¹: 3.0
E_tot, eV: -34846.371
M, g mol⁻¹: 358.3
HOMO level, eV: -8.130
Charge: 0

Record 3
A molecular structure, C46H48AsLuN3 in a non-equilibrium geometry, computed with ωB97M-V/def2-TZVPD.

Structure (XYZ):
```
99
Properties=species:S:1:pos:R:3:mulliken_charge:R:1
Lu -0.38 -0.30 0.34 0.558
N 0.31 -2.96 2.29 -0.055
N 0.21 -2.13 -1.27 0.690
C 0.70 1.92 -0.50 1.059
C 1.78 1.05 -0.18 0.766
C 1.68 0.70 1.20 0.325
C 2.58 -0.22 1.95 -1.318
H 3.33 -0.65 1.29 0.339
H 2.01 -1.05 2.41 0.164
H 3.09 0.33 2.75 0.346
C 0.57 1.42 1.75 0.266
C 0.06 1.22 3.11 -0.384
H 0.49 1.88 3.88 0.287
H 0.30 0.21 3.43 -0.360
H -1.03 1.37 3.14 0.276
C -0.08 2.13 0.68 -0.268
C -1.33 2.91 0.78 -0.519
H -2.05 2.39 1.43 -0.362
H -1.77 3.05 -0.22 0.318
H -1.18 3.91 1.21 0.293
C 2.91 0.71 -1.07 -1.763
H 3.77 1.38 -0.88 0.301
H 2.63 0.82 -2.12 0.335
H 3.24 -0.32 -0.89 0.326
C 0.52 2.65 -1.78 -1.518
H -0.55 2.81 -1.96 0.189
H 0.94 2.07 -2.60 0.169
H 1.01 3.63 -1.76 0.270
C -0.26 -3.75 3.19 -0.680
H 0.20 -3.80 4.18 0.524
C -1.47 -4.42 2.97 -0.393
H -1.93 -4.94 3.80 0.495
C -2.04 -4.36 1.69 -0.466
H -3.01 -4.82 1.52 0.357
C -1.40 -3.64 0.70 -0.255
H -1.88 -3.48 -0.27 0.335
C -0.16 -2.99 1.01 0.808
C 0.68 -2.32 0.05 -2.046
H 1.75 -2.16 0.19 0.538
C -0.24 -0.89 -1.77 -0.567
C 0.26 -3.10 -2.28 -0.664
H 0.48 -4.15 -2.09 0.535
C -0.01 -2.46 -3.41 -0.780
H -0.08 -2.84 -4.44 0.508
N -0.25 -1.12 -3.10 1.008
C -0.46 -0.06 -4.03 -0.517
C 0.55 0.33 -4.93 1.426
C 0.34 1.43 -5.76 -0.968
H 1.14 1.76 -6.43 0.292
C -0.85 2.16 -5.70 0.914
C -1.09 3.30 -6.63 -1.557
H -1.64 4.11 -6.13 0.374
H -1.70 2.98 -7.49 0.301
H -0.15 3.69 -7.01 0.366
C -1.83 1.78 -4.78 -1.041
H -2.76 2.36 -4.71 0.348
C -1.64 0.68 -3.93 1.379
C -2.69 0.36 -2.92 -1.475
H -2.83 -0.72 -2.77 0.208
H -3.65 0.79 -3.27 0.564
H -2.47 0.82 -1.94 -0.072
C 1.86 -0.38 -4.96 -1.891
H 1.82 -1.33 -5.53 0.365
H 2.25 -0.61 -3.96 0.311
H 2.60 0.27 -5.45 0.406
C -5.99 1.83 4.91 -0.622
C -5.24 2.32 3.83 -0.411
C -4.25 1.53 3.22 -0.272
C -3.98 0.26 3.75 0.161
C -4.81 -0.26 4.75 -0.232
C -5.79 0.53 5.36 -0.693
As -2.45 -0.81 3.10 1.043
C -1.51 -0.86 4.96 0.625
C -0.19 -1.34 5.12 0.418
C 0.41 -1.36 6.40 -1.021
C -0.25 -0.81 7.50 -0.435
C -1.49 -0.20 7.32 -0.689
C -2.07 -0.18 6.04 -0.762
C -3.88 -2.19 2.75 1.046
C -4.11 -3.13 3.76 -0.580
C -5.23 -3.96 3.70 -1.073
C -6.11 -3.88 2.62 -0.603
C -5.84 -2.97 1.59 -0.656
C -4.72 -2.13 1.64 -0.789
H -6.74 2.46 5.39 0.335
H -5.43 3.33 3.47 0.406
H -3.71 1.86 2.33 -0.333
H -4.64 -1.28 5.11 0.480
H -6.37 0.11 6.18 0.391
H 0.37 -1.66 4.25 0.001
H 1.40 -1.81 6.53 0.398
H 0.21 -0.84 8.50 0.308
H -2.03 0.26 8.15 0.419
H -2.96 0.42 5.89 0.243
H -3.42 -3.17 4.61 0.747
H -5.42 -4.65 4.53 0.397
H -6.99 -4.51 2.59 0.331
H -6.53 -2.92 0.74 0.364
H -4.52 -1.43 0.82 0.336
```

Values from the calculation:
Energy above the lowest of the compared OMol25 structures with the same formula, charge and spin, kcal per mole: 31.3
Lowest unoccupied orbital energy (spin up / spin down), eV: 2.47 / 2.46
Maximum force, eV Å⁻¹: 2.2
E_tot, eV: -147406.946
M, g mol⁻¹: 892.8
HOMO level (spin up / spin down), eV: -1.332 / -0.591
Charge: -1

Record 4
A gas-phase ion, C2H4IO3P (charge -2) in a non-equilibrium geometry, computed with ωB97M-V/def2-TZVPD.

Structure (XYZ):
```
11
Properties=species:S:1:pos:R:3:mulliken_charge:R:1
C -1.32 -0.26 -0.66 -1.348
C 0.05 0.54 -0.61 0.270
O 0.76 0.45 -1.66 -0.788
P 1.34 -0.15 0.77 0.596
O 2.67 0.52 0.82 -0.677
O 1.48 -1.64 0.71 -0.653
I 0.12 0.13 3.32 -0.704
H -1.56 -0.16 -1.66 0.419
H -1.29 -1.27 -0.49 0.359
H -2.03 0.26 -0.01 0.288
H -0.22 1.57 -0.53 0.239
```

Values from the calculation:
Energy above the lowest of the compared OMol25 structures with the same formula, charge and spin, kcal per mole: 74.1
Lowest unoccupied orbital energy, eV: 5.42
Maximum force, eV Å⁻¹: 3.5
E_tot, eV: -25671.494
SMILES: C[C@H]([O-])[P@](=O)([O-])I
M, g mol⁻¹: 233.9
HOMO level, eV: 0.235
Charge: -2

Record 5
A molecular structure, C18H30NO2 in a non-equilibrium geometry, computed with ωB97M-V/def2-TZVPD.

Structure (XYZ):
```
51
Properties=species:S:1:pos:R:3:mulliken_charge:R:1
C -4.75 -1.95 -3.09 -1.189
C -4.38 -0.68 -2.51 0.604
C -5.00 0.44 -2.82 -0.811
C -4.51 1.71 -2.11 -0.501
C -3.41 1.85 -1.24 0.189
C -2.81 0.51 -0.76 0.339
C -3.21 -0.62 -1.30 0.255
H -2.66 -1.68 -1.40 0.001
O -1.71 0.44 0.01 -0.286
C -1.71 -0.56 0.99 -0.785
C -0.23 -1.40 0.87 -0.237
O 0.13 -1.61 -0.55 -0.754
H -0.51 -0.74 -1.13 0.457
H -0.21 -2.21 1.45 0.930
C 0.83 -0.11 1.20 -2.748
N 2.07 -0.45 0.82 0.595
H 1.69 -0.84 -0.12 0.598
C 2.86 0.74 0.27 -0.194
C 1.99 1.46 -0.91 -1.335
H 1.30 2.12 -0.19 0.314
H 1.64 0.95 -1.60 0.504
H 2.78 2.09 -1.15 0.463
C 3.37 1.37 1.41 -1.399
C 4.29 0.52 2.38 -0.813
C 3.64 -0.79 2.43 -0.817
H 4.14 -1.35 3.13 0.615
H 2.77 -0.16 3.41 0.177
C 2.86 -1.56 1.44 0.555
C 3.91 -2.14 0.78 -1.799
H 3.33 -2.57 -0.17 0.324
H 4.71 -1.64 0.23 0.367
H 4.40 -2.93 1.13 0.528
H 2.14 -2.18 1.92 0.522
H 4.69 1.27 3.09 0.381
H 5.20 0.37 1.65 0.288
H 3.90 2.14 0.99 0.615
H 2.61 1.88 1.81 0.590
H 3.59 0.22 -0.13 0.644
H 0.86 -0.16 2.41 0.087
H 0.49 0.69 1.07 1.651
H -2.58 -1.32 0.95 0.436
H -1.79 -0.32 2.28 0.297
C -2.94 2.94 -0.35 -1.052
H -2.75 2.84 0.68 0.355
H -1.99 3.24 -0.92 0.225
H -3.93 3.74 -0.55 0.256
H -5.05 2.71 -2.27 0.193
H -5.79 0.70 -3.45 0.486
H -5.67 -2.29 -2.98 0.349
H -3.92 -2.86 -2.82 0.244
H -4.67 -1.83 -4.29 0.288
```

Values from the calculation:
Energy above the lowest of the compared OMol25 structures with the same formula, charge and spin, kcal per mole: 390.1
Lowest unoccupied orbital energy, eV: -2.28
Maximum force, eV Å⁻¹: 18.8
E_tot, eV: -24715.732
M, g mol⁻¹: 292.4
HOMO level, eV: -11.011
Charge: +1

Record 6
A gas-phase ion, C3H7N2 (charge +1) in a non-equilibrium geometry, computed with ωB97M-V/def2-TZVPD.

Structure (XYZ):
```
12
Properties=species:S:1:pos:R:3:mulliken_charge:R:1
C 0.19 0.49 1.37 -1.041
C -0.10 0.01 0.00 0.763
C -1.36 0.21 -0.66 -1.118
N 0.82 -0.64 -0.54 0.172
N 1.98 -0.75 -1.42 -0.273
H -0.54 1.30 1.69 0.366
H 0.18 -0.46 2.05 0.319
H 1.21 0.77 1.45 0.392
H -1.06 0.71 -1.50 0.366
H -2.00 0.71 -0.02 0.369
H -1.90 -0.71 -1.02 0.363
H 2.58 -1.64 -1.40 0.324
```

Values from the calculation:
Energy above the lowest of the compared OMol25 structures with the same formula, charge and spin, kcal per mole: 108.1
Lowest unoccupied orbital energy, eV: -7.10
Maximum force, eV Å⁻¹: 11.2
E_tot, eV: -6192.825
SMILES: CC(C)=[N+]=N
M, g mol⁻¹: 71.1
HOMO level, eV: -16.393
Charge: +1

Record 7
2 unconnected molecules or ions with the total composition C5H15N2 in a non-equilibrium geometry, computed with ωB97M-V/def2-TZVPD.

Structure (XYZ):
```
22
Properties=species:S:1:pos:R:3:mulliken_charge:R:1
C 0.37 0.16 0.73 -0.710
C -0.88 0.84 0.30 0.080
C -1.47 0.63 -0.99 -0.345
C -2.87 -0.31 -0.69 -0.472
C -2.50 -1.59 0.03 -1.042
N 4.76 0.42 0.65 -0.560
N 1.48 0.40 -0.16 -0.387
H 0.62 0.48 1.74 0.330
H 0.25 -0.93 0.72 0.334
H 4.06 0.16 1.33 0.178
H -0.94 1.87 0.67 0.363
H -0.87 -0.04 -1.60 0.287
H -1.99 1.43 -1.51 0.339
H -3.41 0.34 -0.02 0.385
H -3.30 -0.54 -1.66 0.378
H -3.39 -2.23 0.03 0.339
H -1.68 -2.16 -0.41 0.311
H 5.60 -0.13 0.67 0.202
H -2.08 -1.29 1.00 0.315
H 4.91 1.38 0.45 0.188
H 1.63 -0.26 -0.92 0.246
H 1.70 1.36 -0.38 0.240
```

Values from the calculation:
Energy above the lowest of the compared OMol25 structures with the same formula, charge and spin, kcal per mole: 92.6
Lowest unoccupied orbital energy, eV: -6.79
Maximum force, eV Å⁻¹: 4.4
E_tot, eV: -8398.662
M, g mol⁻¹: 103.2
HOMO level, eV: -12.036
Charge: +1

Record 8
A single C4H7N3 molecule in a non-equilibrium geometry, computed with ωB97M-V/def2-TZVPD.

Structure (XYZ):
```
14
Properties=species:S:1:pos:R:3:mulliken_charge:R:1
H 2.04 -1.25 0.72 0.234
N 1.25 -1.34 1.38 -0.513
N 0.14 -1.24 0.83 0.106
C -0.21 -0.94 -0.43 0.130
C -0.75 -1.56 -1.45 -0.751
C -0.51 0.58 0.29 0.805
C 0.67 1.51 0.29 -1.196
N -1.72 0.83 0.53 -0.627
H -1.91 1.81 0.75 0.273
H -1.09 -1.01 -2.32 0.257
H -0.80 -2.64 -1.48 0.260
H 1.08 1.60 1.30 0.301
H 0.34 2.50 -0.04 0.401
H 1.47 1.16 -0.36 0.319
```

Values from the calculation:
Energy above the lowest of the compared OMol25 structures with the same formula, charge and spin, kcal per mole: 101.9
Lowest unoccupied orbital energy, eV: 0.24
Maximum force, eV Å⁻¹: 3.6
E_tot, eV: -8727.262
SMILES: [H]/N=N\C(=C)/C(C)=N/[H]
M, g mol⁻¹: 97.1
HOMO level, eV: -8.808
Charge: 0